No. 1
Molecular formula: C30H45CsN7O2SSbSi3
Method: DFT, the ωB97M-V functional and the def2-TZVPD basis

Results
LUMO energy: -0.55 eV
HOMO level: -7.5589 eV
relative energy (zero: lowest compared OMol25 entry of this formula, charge and spin): 10.9 kcal/mol
HOMO-LUMO gap: 7.01 eV

```
90
Properties=species:S:1:pos:R:3:lowdin_charge:R:1
Cs -1.33 -0.81 0.04 1.04
N 0.16 7.33 2.99 0.09
C -0.09 6.16 2.29 -0.32
C -0.22 4.95 2.98 -0.03
C -0.42 3.77 2.28 -0.06
C -0.49 3.78 0.89 -0.31
C -0.37 4.98 0.21 -0.06
C -0.16 6.16 0.90 -0.03
S -0.67 2.27 0.01 0.47
O 0.02 1.28 0.83 -0.68
O -0.12 2.49 -1.31 -0.32
N -2.15 1.74 -0.05 -0.32
C -3.24 2.48 -0.36 -0.46
N -4.39 1.78 -0.43 0.11
C -5.48 2.46 -0.72 -0.15
C -5.49 3.83 -0.95 -0.07
C -4.26 4.45 -0.86 -0.14
N -3.14 3.81 -0.58 0.13
H -0.11 7.34 3.95 0.09
H -0.07 8.19 2.51 0.09
H -0.15 4.93 4.06 0.11
H -0.50 2.83 2.81 0.11
H -0.43 4.98 -0.87 0.11
H -0.04 7.09 0.36 0.11
H -6.40 1.88 -0.80 0.10
H -6.40 4.36 -1.19 0.09
H -4.17 5.52 -1.03 0.11
C -7.71 -1.59 1.49 -0.08
C -6.71 -0.73 1.10 -0.07
C -5.52 -1.23 0.58 -0.02
C -5.36 -2.60 0.48 -0.24
C -6.36 -3.49 0.87 -0.03
C -7.54 -2.97 1.37 -0.08
N -4.07 -3.03 -0.03 0.06
N -3.93 -4.25 -0.04 0.07
C -2.61 -4.68 -0.48 -0.31
C -2.56 -5.93 -1.08 -0.01
C -1.32 -6.40 -1.48 -0.05
C -0.20 -5.63 -1.22 -0.05
C -0.37 -4.40 -0.60 -0.14
N -1.56 -3.92 -0.24 0.04
H -8.64 -1.21 1.89 0.10
H -6.84 0.34 1.20 0.10
H -4.74 -0.55 0.25 0.07
H -6.20 -4.55 0.78 0.10
H -8.33 -3.65 1.68 0.10
H -3.48 -6.49 -1.22 0.11
H -1.24 -7.37 -1.96 0.11
H 0.79 -5.97 -1.49 0.10
H 0.49 -3.78 -0.39 0.06
C 5.47 -2.75 -0.25 -0.22
Si 3.60 -2.85 -0.38 0.25
C 3.20 -3.79 -1.96 -0.24
C 3.02 -3.86 1.10 -0.23
Sb 2.20 -0.72 -0.41 0.84
Si 3.28 0.62 1.48 0.29
C 2.33 0.17 3.02 -0.22
C 5.09 0.19 1.74 -0.23
C 3.14 2.45 1.14 -0.20
Si 3.23 0.35 -2.51 0.28
C 2.26 -0.37 -3.93 -0.23
C 5.05 -0.04 -2.74 -0.23
C 3.01 2.20 -2.48 -0.21
H 5.85 -3.76 -0.41 0.04
H 5.79 -2.43 0.74 0.01
H 5.93 -2.10 -0.99 0.01
H 3.41 -4.86 -1.83 0.03
H 3.82 -3.44 -2.79 0.02
H 2.16 -3.68 -2.27 0.01
H 3.26 -4.92 0.97 0.03
H 1.94 -3.78 1.27 0.01
H 3.52 -3.52 2.01 0.03
H 2.36 -0.91 3.21 0.02
H 1.29 0.47 2.92 0.01
H 2.76 0.68 3.89 0.03
H 5.20 -0.81 2.17 0.02
H 5.52 0.90 2.44 0.03
H 5.66 0.23 0.82 0.02
H 2.21 2.71 0.63 0.01
H 3.98 2.80 0.54 0.02
H 3.16 2.99 2.09 0.04
H 2.26 -1.46 -3.91 0.01
H 2.70 -0.05 -4.89 0.03
H 1.23 -0.03 -3.90 0.03
H 5.21 -1.10 -2.95 0.01
H 5.65 0.24 -1.87 0.02
H 5.42 0.53 -3.60 0.03
H 2.01 2.49 -2.18 0.00
H 3.20 2.58 -3.50 0.04
H 3.73 2.68 -1.82 0.02
```

No. 2
Molecular formula: C30H45F12IO13
Method: DFT, the ωB97M-V functional and the def2-TZVPD basis

Results
structure (SMILES): COCCCCCCCCCCOC(=O)OCC(=O)I.CCOC(=O)C(F)(F)F.CCOC(=O)C(F)(F)F.CCOC(=O)C(F)(F)F.CCOC(=O)C(F)(F)F
LUMO energy: -0.05 eV
HOMO level: -9.2097 eV
HOMO-LUMO gap: 9.16 eV

```
101
Properties=species:S:1:pos:R:3:lowdin_charge:R:1
C 1.18 4.57 1.00 -0.12
O 0.39 5.35 0.14 -0.16
C -0.94 4.91 -0.04 -0.23
C -1.12 4.03 -1.27 -0.16
C -2.41 3.22 -1.24 -0.19
C -2.38 1.86 -0.55 -0.19
C -1.13 1.01 -0.77 -0.18
C -0.07 1.22 0.32 -0.21
C 0.49 -0.08 0.87 -0.21
C 1.52 0.17 1.95 -0.19
C 2.58 -0.93 2.05 -0.15
C 2.08 -2.17 2.79 -0.13
O 0.67 -2.09 3.08 -0.01
C 0.41 -2.09 4.40 -0.56
O 0.19 -1.09 5.06 0.15
O 0.40 -3.34 4.86 -0.03
C -0.10 -3.46 6.18 -0.17
C -0.23 -4.91 6.59 -0.76
O -0.63 -5.21 7.70 0.00
I 0.30 -6.46 5.18 0.84
H 0.60 3.85 1.56 0.07
H 1.95 4.04 0.45 0.08
H 1.69 5.20 1.72 0.08
H -1.36 4.47 0.86 0.10
H -1.52 5.81 -0.23 0.12
H -0.22 3.45 -1.47 0.10
H -1.21 4.72 -2.10 0.11
H -2.79 3.13 -2.24 0.10
H -3.12 3.83 -0.71 0.10
H -2.56 1.94 0.51 0.09
H -3.22 1.30 -0.95 0.10
H -0.66 1.22 -1.72 0.10
H -1.40 -0.04 -0.74 0.10
H 0.75 1.81 -0.08 0.10
H -0.48 1.77 1.15 0.11
H -0.34 -0.62 1.31 0.11
H 0.92 -0.66 0.06 0.11
H 1.02 0.29 2.90 0.11
H 2.04 1.10 1.75 0.11
H 3.43 -0.53 2.58 0.11
H 2.89 -1.19 1.05 0.10
H 2.27 -3.06 2.21 0.12
H 2.64 -2.29 3.71 0.13
H 0.55 -2.99 6.90 0.15
H -1.08 -3.02 6.27 0.15
C -0.36 -3.60 0.16 -0.05
C -0.14 -4.95 -0.49 -0.18
O -0.80 -5.04 -1.77 0.04
C -0.15 -4.51 -2.79 -0.41
O 0.93 -4.00 -2.76 0.16
C -0.99 -4.64 -4.07 -0.56
F -2.27 -4.36 -3.84 0.18
F -0.91 -5.88 -4.55 0.17
F -0.53 -3.80 -5.00 0.16
H -1.43 -3.40 0.25 0.09
H 0.09 -3.57 1.15 0.07
H 0.08 -2.80 -0.44 0.07
H -0.57 -5.74 0.12 0.13
H 0.92 -5.17 -0.62 0.12
C -7.86 5.89 0.44 -0.06
C -7.50 5.94 1.91 -0.19
O -6.57 4.90 2.25 0.04
C -5.30 5.15 2.01 -0.41
O -4.84 6.15 1.54 0.18
C -4.44 3.96 2.46 -0.55
F -4.98 2.80 2.10 0.17
F -4.31 3.96 3.79 0.18
F -3.22 4.04 1.93 0.16
H -8.25 4.90 0.18 0.08
H -8.62 6.63 0.21 0.08
H -6.99 6.08 -0.18 0.08
H -8.37 5.76 2.53 0.13
H -7.08 6.91 2.18 0.12
C 6.92 -4.36 -1.56 -0.06
C 6.07 -4.97 -0.47 -0.19
O 6.44 -4.45 0.83 0.04
C 5.90 -3.29 1.16 -0.41
O 5.15 -2.64 0.52 0.17
C 6.36 -2.91 2.58 -0.56
F 7.66 -3.13 2.75 0.18
F 5.69 -3.63 3.48 0.17
F 6.12 -1.62 2.81 0.18
H 7.98 -4.52 -1.35 0.08
H 6.68 -4.82 -2.52 0.08
H 6.75 -3.29 -1.64 0.08
H 6.23 -6.04 -0.41 0.13
H 5.01 -4.80 -0.64 0.12
C 1.43 -0.41 -4.63 -0.05
C 0.40 -0.33 -5.73 -0.19
O -0.43 0.83 -5.58 0.04
C 0.07 1.96 -6.06 -0.41
O 1.12 2.10 -6.62 0.18
C -0.93 3.10 -5.85 -0.56
F -1.47 3.06 -4.63 0.17
F -1.93 3.00 -6.74 0.17
F -0.34 4.28 -6.01 0.18
H 0.94 -0.39 -3.65 0.07
H 2.00 -1.34 -4.71 0.08
H 2.12 0.43 -4.67 0.08
H -0.28 -1.18 -5.69 0.11
H 0.86 -0.33 -6.72 0.13
```

No. 3
Molecular formula: C30H45F5IN5O5SeSi4Ti
Method: DFT, the ωB97M-V functional and the def2-TZVPD basis

Results
multiplicity: 3
LUMO energy (alpha / beta): 3.68 / 3.68 eV
HOMO level (alpha / beta): -0.7021 / -2.6286 eV
relative energy (zero: lowest compared OMol25 entry of this formula, charge and spin): 22.8 kcal/mol
charge: -2
HOMO-LUMO gap (alpha / beta): 4.38 / 6.31 eV

```
97
Properties=species:S:1:pos:R:3:mulliken_spin:R:1
Ti 0.31 0.26 -0.26 1.00
O 1.94 0.45 1.31 0.00
C 3.05 1.24 0.89 0.00
C 2.54 2.52 0.27 0.00
N 1.60 2.24 -0.83 0.01
C 0.59 3.29 -0.93 0.03
C -0.47 3.09 0.17 0.01
O -1.01 4.04 0.70 0.02
O -0.70 1.84 0.38 0.01
C 2.29 1.87 -2.06 0.03
C 2.60 0.37 -2.11 -0.01
O 3.55 -0.06 -2.73 0.01
O 1.72 -0.34 -1.47 -0.05
H 1.65 0.83 2.17 0.02
H 3.61 0.63 0.17 0.00
H 3.69 1.44 1.75 0.00
H 3.38 3.13 -0.09 0.00
H 2.01 3.09 1.04 0.00
H 0.08 3.20 -1.89 -0.02
H 1.03 4.30 -0.84 0.00
H 3.23 2.43 -2.19 0.00
H 1.63 2.08 -2.91 -0.01
I 3.57 -2.71 0.21 0.00
C 3.40 -2.84 2.31 -0.01
C 4.38 -3.52 3.03 0.00
C 4.24 -3.53 4.41 0.00
C 3.17 -2.88 5.00 0.00
C 2.25 -2.25 4.18 0.00
N 2.37 -2.24 2.85 0.01
H 5.21 -3.99 2.53 0.00
H 4.98 -4.03 5.02 0.00
H 3.04 -2.85 6.08 0.00
H 1.40 -1.72 4.58 0.00
C 0.35 -3.24 -2.96 0.01
Si -1.44 -2.62 -2.77 -0.02
C -2.30 -3.71 -1.48 0.01
C -2.27 -3.11 -4.40 0.00
Si -1.41 -0.35 -2.23 0.02
Si -1.10 0.57 -4.36 0.02
C -1.14 2.47 -4.30 0.00
C -2.34 0.11 -5.73 0.00
C 0.57 0.08 -5.11 0.00
Si -3.64 0.17 -1.74 0.02
C -4.35 -0.99 -0.44 -0.01
C -3.78 1.91 -1.03 0.00
C -4.91 0.15 -3.15 0.00
H 0.41 -4.32 -2.78 0.00
H 1.02 -2.74 -2.27 0.00
H 0.72 -3.04 -3.96 0.00
H -3.24 -4.09 -1.89 0.00
H -2.53 -3.18 -0.56 0.00
H -1.68 -4.56 -1.20 0.00
H -2.26 -4.21 -4.49 0.00
H -1.77 -2.70 -5.27 0.00
H -3.31 -2.78 -4.44 0.00
H -1.83 2.83 -3.54 0.00
H -1.45 2.88 -5.26 0.00
H -0.16 2.89 -4.07 0.00
H -3.30 -0.21 -5.34 0.00
H -1.95 -0.71 -6.34 0.00
H -2.51 0.96 -6.40 0.00
H 1.40 0.11 -4.40 0.00
H 0.83 0.73 -5.96 0.00
H 0.52 -0.94 -5.48 0.00
H -3.66 -1.15 0.39 0.01
H -4.58 -1.97 -0.86 0.00
H -5.27 -0.57 -0.03 0.00
H -3.03 2.10 -0.27 0.00
H -4.77 2.07 -0.58 0.00
H -3.65 2.67 -1.81 0.00
H -5.00 -0.84 -3.61 0.00
H -4.65 0.85 -3.94 0.00
H -5.89 0.42 -2.76 0.00
N -0.54 -4.61 1.66 0.00
C -0.84 -3.25 1.80 0.06
C -0.34 -2.35 0.87 0.19
N -0.60 -1.00 0.98 0.16
C -1.37 -0.64 2.07 0.10
C -1.87 -1.58 2.92 0.08
N -1.61 -2.92 2.83 0.29
H 0.36 -4.79 1.24 0.00
H -0.67 -5.09 2.53 0.00
H 0.25 -2.67 0.03 0.01
H -1.57 0.42 2.20 0.01
H -2.49 -1.26 3.75 0.01
F 2.02 6.41 7.57 0.00
C 2.01 5.26 6.85 0.00
C 1.29 4.16 7.29 0.00
F 0.58 4.25 8.43 0.00
C 1.31 2.99 6.55 0.00
F 0.58 1.97 7.05 0.00
C 2.04 2.83 5.38 0.00
Se 2.13 1.18 4.44 0.01
C 2.73 3.97 4.96 0.00
F 3.45 3.96 3.82 0.00
C 2.73 5.16 5.67 0.00
F 3.43 6.22 5.23 0.00
```

No. 4
Molecular formula: C30H45F5P2PbS
Method: DFT, the ωB97M-V functional and the def2-TZVPD basis

Results
LUMO energy (alpha / beta): -8.06 / -7.65 eV
HOMO level (alpha / beta): -13.3853 / -13.2874 eV
charge: +2
HOMO-LUMO gap (alpha / beta): 5.32 / 5.64 eV

```
84
Properties=species:S:1:pos:R:3:lowdin_charge:R:1
Pb 0.10 0.06 -0.87 1.30
C -2.16 1.81 0.27 -0.27
C -2.60 0.91 -0.76 -0.30
C -2.36 -0.30 1.20 -0.22
C -2.07 1.07 1.48 -0.19
C -2.72 -0.41 -0.17 -0.30
C -1.89 3.26 0.09 -0.04
H -1.47 3.49 -0.90 0.08
H -1.19 3.64 0.84 0.06
H -2.82 3.86 0.19 0.11
C -1.80 1.61 2.84 0.00
H -1.56 2.67 2.82 0.08
H -0.96 1.08 3.32 0.04
H -2.68 1.48 3.50 0.12
C -2.35 -1.41 2.18 -0.01
H -3.36 -1.64 2.55 0.12
H -1.72 -1.18 3.04 0.05
H -1.96 -2.34 1.74 0.08
C -3.23 -1.62 -0.85 -0.03
H -4.34 -1.65 -0.81 0.11
H -2.86 -2.54 -0.38 0.07
H -2.96 -1.66 -1.92 0.07
C -3.02 1.28 -2.13 -0.01
H -4.02 1.76 -2.11 0.13
H -3.10 0.40 -2.78 0.07
H -2.32 1.98 -2.61 0.08
C 1.68 0.70 -3.34 -0.21
C 0.62 1.54 -3.48 -0.20
C -0.08 1.74 -4.78 -0.16
C -0.98 0.58 -5.34 -0.16
C -1.08 -0.70 -4.56 -0.12
C -0.03 -1.53 -4.43 -0.12
C 1.30 -1.24 -5.08 -0.17
C 2.21 -0.12 -4.48 -0.16
H 0.65 1.99 -5.57 0.13
H -0.60 0.37 -6.36 0.12
H -0.72 2.64 -4.68 0.11
H 2.49 0.54 -5.32 0.13
H 2.32 0.76 -2.44 0.07
H 0.36 2.25 -2.68 0.08
H 3.15 -0.59 -4.16 0.11
H 1.88 -2.18 -5.07 0.11
H -0.12 -2.50 -3.94 0.10
H 1.15 -0.99 -6.15 0.12
H -2.00 0.99 -5.47 0.11
H -2.08 -0.97 -4.20 0.09
P 1.80 2.09 0.69 0.70
C 1.50 2.94 2.29 -0.27
H 2.36 3.57 2.55 0.07
H 1.34 2.20 3.09 -0.02
H 0.59 3.55 2.21 0.04
C 3.52 1.50 0.95 -0.27
H 4.15 2.32 1.36 0.07
H 3.94 1.16 -0.01 0.04
H 3.51 0.66 1.65 0.02
C 2.07 3.55 -0.38 -0.27
H 2.49 3.24 -1.35 0.04
H 2.74 4.28 0.10 0.07
H 1.10 4.04 -0.58 0.04
P 1.10 -2.51 -0.01 0.66
C -0.09 -3.67 -0.78 -0.26
H 0.44 -4.54 -1.21 0.07
H -0.68 -3.18 -1.57 0.02
H -0.80 -4.01 0.00 0.05
C 2.61 -2.69 -1.03 -0.26
H 2.37 -2.73 -2.11 0.05
H 3.16 -3.61 -0.73 0.07
H 3.27 -1.82 -0.85 0.04
C 1.55 -3.36 1.53 -0.30
H 1.83 -4.40 1.34 0.07
H 0.71 -3.32 2.22 0.01
H 2.37 -2.82 2.01 0.03
F -0.67 -1.31 8.48 0.17
C -0.24 -1.13 7.21 -0.07
C 0.40 0.05 6.84 -0.10
F 0.56 1.04 7.74 0.14
C 0.84 0.22 5.54 -0.19
F 1.42 1.40 5.19 0.08
C 0.66 -0.77 4.55 -0.53
S 1.15 -0.50 2.95 0.85
C 0.01 -1.96 4.97 -0.18
F -0.22 -2.95 4.06 0.06
C -0.44 -2.14 6.26 -0.10
F -1.09 -3.28 6.59 0.14
```

No. 5
Molecular formula: C30H45N4SSbSi3Sn
Method: DFT, the ωB97M-V functional and the def2-TZVPD basis

Results
LUMO energy (alpha / beta): -7.82 / -7.66 eV
HOMO level (alpha / beta): -12.8494 / -12.8405 eV
relative energy (zero: lowest compared OMol25 entry of this formula, charge and spin): 51.0 kcal/mol
charge: +2
HOMO-LUMO gap (alpha / beta): 5.03 / 5.18 eV

```
85
Properties=species:S:1:pos:R:3:lowdin_charge:R:1
Sn -0.43 1.17 0.05 1.09
N 1.17 5.41 1.15 0.10
C 0.85 4.21 0.67 -0.84
S 0.72 2.92 1.88 0.52
N 0.78 4.10 -0.64 0.00
N 0.49 2.85 -1.10 -0.17
C 0.66 2.71 -2.43 -0.03
C 0.41 1.45 -3.09 -0.25
C 0.35 1.35 -4.50 0.00
C 0.19 0.12 -5.12 0.01
C -0.10 -1.02 -4.29 0.00
C -0.03 -0.81 -2.92 -0.14
N 0.11 0.38 -2.30 -0.01
H 1.34 5.49 2.17 0.11
H 1.44 6.25 0.63 0.13
H 0.87 3.61 -3.07 0.16
H 0.77 2.16 -5.08 0.13
H 0.43 0.04 -6.17 0.12
H -0.33 -2.01 -4.63 0.11
H -0.14 -1.64 -2.19 0.11
C 4.57 -0.67 1.42 -0.20
Si 3.54 -2.09 0.73 0.34
C 3.39 -1.91 -1.14 -0.23
C 4.45 -3.68 1.15 -0.20
Sb 1.01 -2.24 1.64 0.91
Si 0.36 -4.72 0.80 0.38
C 0.94 -4.80 -0.93 -0.22
C -1.49 -4.75 1.12 -0.25
C 1.20 -5.87 2.05 -0.18
Si 1.99 -2.12 4.14 0.34
C 2.15 -0.19 4.44 -0.21
C 3.67 -2.91 4.36 -0.22
C 0.78 -2.91 5.23 -0.24
H 5.19 -0.37 0.56 0.04
H 5.11 -0.79 2.40 0.05
H 3.91 0.19 1.63 0.02
H 4.22 -1.26 -1.49 0.05
H 2.45 -1.34 -1.38 0.01
H 3.33 -2.81 -1.73 0.01
H 4.80 -3.67 2.16 -0.01
H 5.38 -3.59 0.58 0.06
H 3.84 -4.56 0.92 0.03
H 1.35 -5.78 -1.16 0.04
H 1.78 -4.10 -1.21 0.02
H 0.12 -4.67 -1.69 0.06
H -2.01 -4.05 0.35 0.06
H -1.87 -4.36 2.07 0.03
H -1.84 -5.79 1.13 0.04
H 1.59 -6.72 1.46 0.06
H 0.48 -6.20 2.76 0.02
H 2.05 -5.39 2.55 0.01
H 1.16 0.33 4.34 0.03
H 2.74 0.27 3.63 0.00
H 2.64 0.09 5.37 0.03
H 4.55 -2.26 4.06 0.05
H 3.68 -3.95 4.00 0.03
H 3.77 -3.00 5.46 0.06
H 0.53 -2.22 6.04 0.04
H 1.17 -3.89 5.59 0.06
H -0.21 -3.11 4.70 0.05
C -5.95 2.44 -4.45 -0.06
C -6.00 1.21 -3.78 -0.06
C -5.01 0.89 -2.86 -0.05
C -4.02 1.78 -2.45 -0.24
C -4.01 3.04 -3.12 -0.02
C -5.03 3.42 -4.00 -0.05
C -3.06 1.39 -1.48 -0.12
C -2.41 2.17 -0.59 -0.22
C -2.59 3.54 -0.10 -0.26
C -2.92 3.66 1.26 -0.05
C -3.09 4.92 1.80 -0.05
C -3.04 6.09 0.99 -0.03
C -2.68 5.97 -0.36 -0.05
C -2.42 4.71 -0.88 -0.05
H -6.71 2.72 -5.16 0.11
H -6.85 0.54 -3.91 0.11
H -5.01 -0.18 -2.52 0.13
H -3.08 3.60 -3.04 0.09
H -5.19 4.50 -4.31 0.13
H -2.80 0.33 -1.46 0.09
H -3.03 2.80 1.86 0.11
H -3.25 5.02 2.86 0.11
H -3.38 7.04 1.40 0.11
H -2.58 6.85 -0.98 0.11
H -1.95 4.68 -1.84 0.09
```